1.
Density functional theory data (the ωB97M-V functional and the def2-TZVPD basis) for a 2-piece molecular cluster, C32H48F8N2O5 overall in a non-equilibrium geometry.

```
95
C32H48F8N2O5 (the ωB97M-V functional and the def2-TZVPD basis)
F 1.18 0.43 4.32
F 1.73 3.40 6.02
F 3.93 1.87 5.93
F -0.76 3.89 5.24
F 3.76 0.34 4.38
F 1.88 0.31 6.38
F 0.21 2.04 6.83
F -1.01 1.88 4.42
O 3.42 1.99 -0.77
O 0.35 -4.05 1.44
O 0.31 2.43 2.33
O 0.63 2.09 -1.20
O 0.16 -0.05 -2.70
N 3.11 -0.01 -1.80
N -3.95 0.17 -0.79
C -5.09 1.95 -0.02
C 2.71 1.06 -1.06
C 0.91 0.65 -3.70
C -0.10 2.84 4.65
C -1.09 3.65 -0.58
C -0.18 2.86 -4.47
C -4.70 2.23 -1.36
C 0.90 2.36 5.72
C 2.59 -2.00 -0.45
C -4.00 1.10 -1.79
C -3.32 -1.14 -0.79
C -0.79 2.21 -0.98
C 1.21 0.90 -0.72
C -1.01 -5.72 0.24
C -2.44 -1.41 -2.00
C 2.19 -2.02 -2.82
C -0.24 -1.23 -0.74
C 3.21 1.47 4.87
C 0.82 -0.39 -1.50
C -0.09 1.34 -4.64
C 1.44 2.16 1.50
C -0.02 -4.45 2.75
C 0.88 -5.51 3.35
C 0.35 -5.07 0.45
C -4.63 0.69 0.29
C 1.77 1.13 5.31
C -1.13 -2.10 -1.64
C 2.34 -2.78 -3.71
C 0.22 3.67 -5.73
C 2.16 -1.13 -1.68
C 1.18 0.82 0.82
C 0.54 3.36 3.35
H 0.05 -3.54 3.35
H 1.92 -5.18 3.36
H -1.29 2.00 -1.92
H 1.64 2.96 0.80
H -2.98 -2.05 -2.69
H -1.76 -4.97 -0.02
H -4.87 3.11 -1.95
H 0.33 3.02 -6.58
H 0.84 -6.45 2.79
H -5.64 2.64 0.59
H 0.21 -1.87 0.01
H 0.46 3.20 -3.66
H 2.22 -3.34 -4.60
H -1.38 -3.00 -1.07
H -2.20 -0.51 -2.55
H -1.07 -4.76 2.77
H 0.26 0.42 1.23
H -3.57 0.94 -2.76
H 0.66 -4.58 -0.47
H 3.24 2.24 4.10
H 1.54 1.42 -3.27
H -1.35 -6.24 1.14
H 1.60 3.52 3.53
H 1.98 -1.88 0.43
H 2.51 -3.05 -0.71
H 1.97 0.14 1.12
H 1.50 -0.05 -4.27
H -0.63 -2.44 -2.53
H -2.03 3.98 -1.01
H -2.71 -1.20 0.12
H -0.29 4.30 -0.89
H 0.07 4.31 3.12
H -1.13 1.54 -0.20
H -1.19 3.72 0.50
H -0.88 -0.55 -0.20
H -0.54 4.42 -5.93
H 3.62 -1.84 -0.16
H 2.32 2.07 2.13
H -1.19 3.14 -4.17
H 1.11 -5.82 0.68
H -0.95 -6.45 -0.56
H -4.08 -1.91 -0.69
H 4.09 -0.25 -1.78
H -1.07 0.91 -4.44
H -4.78 0.20 1.24
H 1.16 4.18 -5.56
H 0.16 1.08 -5.66
H 0.57 -5.73 4.38
```

Calculated values
SMILES string ... C#C[C@@]1(C)NC(=O)[C@@](CCOCC(F)(F)C(F)(F)C(F)(F)C(F)F)(OCC)[C@@]1(CCCCn1cccc1)OCCCC.CCOCC



2.
Density functional theory data (the ωB97M-V functional and the def2-TZVPD basis) for C32H48Na2O28P as an isolated structure in a non-equilibrium geometry.

```
111
C32H48Na2O28P (the ωB97M-V functional and the def2-TZVPD basis)
P 0.12 -1.94 0.87
Na 1.05 -0.10 -0.71
Na 1.51 -4.18 1.59
O 0.04 -0.59 1.58
O -3.24 -3.77 -5.01
O 2.56 -4.41 -3.15
O 3.03 1.69 3.75
O 4.46 -3.28 -3.12
O 0.36 3.80 -2.29
O -4.87 -2.67 0.52
O -0.55 -3.12 1.64
O -5.34 -2.61 2.65
O 2.54 3.23 5.25
O -7.01 -2.82 1.18
O 1.65 -2.37 0.71
O 4.44 3.39 -0.82
O -1.12 3.54 0.87
O -1.38 -3.49 -3.72
O 3.27 2.80 0.98
O -0.43 -1.76 -0.59
O 2.99 1.70 -1.01
O -1.92 5.48 1.54
O 4.04 -4.61 -4.84
O -4.84 0.66 -2.30
O -0.30 1.74 -1.58
O -3.14 -4.54 -2.90
O 0.46 2.10 -3.66
O -1.85 3.71 2.91
O -6.28 1.79 -0.96
O -4.20 1.28 -0.22
O 1.15 1.53 4.95
C -2.83 -0.18 -3.30
C -5.21 1.25 -1.12
C -3.62 -0.07 -2.00
C -1.32 2.37 2.85
C -3.94 -2.33 2.66
C -0.67 2.34 1.50
C 4.81 4.26 0.27
C -3.13 -3.25 3.57
C -2.63 -3.90 -3.99
C 3.71 -4.21 -3.78
C 3.97 4.46 2.67
C -1.66 4.37 1.76
C 3.87 -2.97 -1.84
C 1.26 3.16 -4.30
C -1.00 -3.93 -2.44
C -5.84 -2.69 1.42
C -2.44 1.40 2.81
C 0.93 4.44 -3.48
C 2.47 -3.56 -1.97
C 3.65 4.22 1.27
C 1.28 0.28 4.24
C 2.28 0.55 3.14
C -3.58 -2.61 1.18
C 0.14 2.47 -2.43
C 3.25 -0.53 2.91
C 3.49 2.57 -0.35
C -2.40 -5.27 -0.75
C 2.31 2.21 4.73
C -3.04 0.63 -0.81
C 3.89 -1.52 -1.63
C -2.30 -4.19 -1.76
C 2.21 5.21 -3.09
H -3.41 -0.81 -4.02
H 1.63 -0.53 4.91
H 2.57 5.71 -3.98
H 3.15 -1.09 -2.36
H -3.90 -1.13 -1.76
H 3.54 -1.07 3.79
H 4.31 5.52 2.81
H -2.71 -3.18 -1.40
H -3.26 -4.28 3.28
H -3.05 1.35 3.75
H -2.09 -3.05 3.40
H 3.61 -1.31 -0.62
H -3.06 -3.54 1.01
H 0.24 -0.01 4.00
H 0.20 5.15 -3.97
H 1.71 0.91 2.28
H -0.44 -4.86 -2.57
H -2.71 0.80 -3.83
H -3.09 -1.81 0.63
H 4.78 3.81 2.95
H -0.67 2.20 3.70
H -1.87 -0.61 -3.06
H -1.77 -5.00 0.08
H 4.48 -3.55 -1.17
H 2.84 4.87 0.88
H -2.66 -0.05 -0.04
H -3.39 -3.16 4.62
H -2.30 1.38 -1.06
H 4.86 -1.14 -1.90
H -3.43 -5.33 -0.37
H -2.02 0.40 2.59
H -3.76 -1.28 2.92
H 5.00 5.23 -0.19
H 3.15 4.23 3.34
H -3.14 1.67 2.00
H -0.89 1.42 1.00
H 2.14 -4.25 -1.20
H 1.99 5.99 -2.36
H 0.88 3.24 -5.34
H -0.48 -3.13 -1.89
H 2.88 4.52 -2.60
H 2.30 2.85 -4.24
H 5.72 3.89 0.80
H 4.15 -0.09 2.51
H 1.63 -2.86 -2.14
H 2.84 -1.29 2.20
H -2.06 -6.19 -1.18
H 0.42 2.36 1.68
```

Calculated values
Net charge ... -1



| no. | HOMO-LUMO gap (hartree) | E_LUMO (eV) |
| --- | --- | --- |
| 1 | 0.319 | 0.55 |
| 2 | 0.241 | 0.81 |